C22H18N4O3 in the gas phase at a distorted geometry. Source: the Open Molecules 2025 dataset; level of theory: ωB97M-V/def2-TZVPD.

Geometry as ORCA input:
```
! RIJCOSX wB97M-V def2-TZVPD def2/J DEFGRID3
* xyz 0 1
O -2.10 -0.19 2.41
C -2.06 -1.22 1.74
N -3.22 -1.98 1.79
C -3.47 -2.99 0.86
C -2.53 -4.02 0.61
C -2.83 -5.04 -0.35
C -3.98 -4.95 -1.10
C -4.92 -3.89 -0.83
C -4.65 -2.91 0.13
N -0.87 -1.60 1.12
C 0.27 -0.67 0.97
C 1.55 -1.43 0.60
O 1.65 -2.64 0.58
N 2.74 -0.78 0.39
C 2.99 0.51 0.92
C 4.10 0.70 1.77
C 4.35 1.94 2.37
C 3.46 3.01 2.16
C 2.40 2.87 1.26
C 2.16 1.63 0.64
N 1.09 1.47 -0.28
C 0.97 2.36 -1.36
C 2.06 2.65 -2.18
C 1.92 3.63 -3.20
C 0.71 4.32 -3.38
C -0.35 4.09 -2.53
C -0.24 3.11 -1.55
C 0.18 0.40 -0.13
O -0.77 0.32 -0.91
H -3.99 -1.42 2.14
H -1.63 -4.07 1.19
H -2.12 -5.89 -0.49
H -4.21 -5.63 -1.90
H -5.90 -3.88 -1.32
H -5.30 -2.06 0.22
H -0.98 -2.35 0.44
H 0.43 -0.20 1.91
H 3.51 -1.46 0.30
H 4.82 -0.09 1.86
H 5.19 2.07 3.04
H 3.63 3.96 2.68
H 1.81 3.74 0.98
H 3.00 2.06 -2.10
H 2.80 3.83 -3.81
H 0.67 5.08 -4.13
H -1.27 4.66 -2.62
H -1.09 2.98 -0.90
*
```

Calculated values
* SMILES: O=C(Nc1ccccc1)N[C@H]1C(=O)Nc2ccccc2N(c2ccccc2)C1=O
* F_max: 3.05 eV/Å
* LUMO level: 0.70 eV
* Kohn-Sham gap: 9.297 eV